## w
Below is an isolated molecule of C3H6N4O, with properties calculated with ωB97M-V/def2-TZVPD.

Lowest unoccupied orbital energy: 0.7811 eV
Multiplicity: 1
SMILES: Nc1cnn(N)c1O

Each line ends with the Mulliken charge.
Geometry (Å):
N (1.54, 0.31, 1.63)  -0.66
C (0.69, 0.42, 0.52)  0.73
C (0.31, 1.44, -0.40)  -0.37
N (-0.59, 0.96, -1.27)  -1.03
N (-0.78, -0.30, -0.92)  0.96
N (-1.76, -1.03, -1.54)  -0.87
C (-0.08, -0.65, 0.16)  0.02
O (-0.12, -1.84, 0.76)  -0.58
H (2.54, 0.58, 1.60)  0.27
H (1.11, 0.81, 2.50)  0.25
H (0.76, 2.46, -0.52)  0.37
H (-2.56, -0.39, -1.51)  0.29
H (-1.56, -1.07, -2.54)  0.28
H (0.50, -1.70, 1.53)  0.34

***

## x
Below is an isolated molecule of C3H6N4O, with properties calculated with ωB97M-V/def2-TZVPD.

Lowest unoccupied orbital energy: 0.5280 eV
Multiplicity: 1
SMILES: CNn1[nH]ncc1=O

Each line ends with the Mulliken charge.
Geometry (Å):
C (-1.92, -0.46, -1.02)  -0.71
N (-1.21, 0.04, 0.16)  -0.35
N (0.17, -0.12, 0.23)  0.30
N (1.01, 0.60, -0.69)  -0.02
N (2.21, 0.69, -0.15)  -0.54
C (2.18, 0.20, 1.04)  -0.23
C (0.83, -0.19, 1.47)  0.41
O (0.35, -0.43, 2.58)  -0.61
H (-1.53, -0.04, -2.00)  0.26
H (-2.97, -0.23, -0.94)  0.32
H (-1.79, -1.57, -1.11)  0.26
H (-1.46, 1.04, 0.36)  0.25
H (1.02, 0.12, -1.56)  0.28
H (3.12, 0.35, 1.65)  0.38

***

## y
Below is a cluster of 2 separate species, C3H6N4O in total, with properties calculated with ωB97M-V/def2-TZVPD.

Lowest unoccupied orbital energy: 0.8736 eV
Multiplicity: 1

Each line ends with the Mulliken charge.
Geometry (Å):
C (2.20, 0.86, 0.10)  -0.24
C (0.77, 0.96, 0.05)  0.55
C (-0.84, -0.74, -0.22)  -0.64
N (-3.55, 0.77, 1.28)  -0.39
N (-3.56, 0.76, 0.16)  0.73
N (-3.63, 0.92, -1.00)  -0.64
N (-0.38, 0.56, -0.04)  -0.28
O (1.40, 2.07, 0.14)  -0.40
H (2.75, 0.56, 1.07)  0.17
H (2.99, 0.87, -0.77)  0.19
H (-1.95, -0.73, -0.50)  0.01
H (-0.26, -1.20, -1.00)  0.37
H (-0.75, -1.36, 0.72)  0.27
H (-3.85, 0.18, -1.70)  0.29

***

## z
Below is an isolated molecule of C3H6N4O, with properties calculated with ωB97M-V/def2-TZVPD.

Lowest unoccupied orbital energy (spin up / spin down): -0.5789 / -0.5745 eV
Multiplicity: 1

Each line ends with the Mulliken charge.
Geometry (Å):
C (-1.09, -0.11, 0.62)  0.32
C (0.66, -0.26, 0.02)  0.91
C (0.73, 1.20, 0.02)  -0.06
N (-1.86, -0.62, -0.34)  -0.37
N (0.73, -0.95, -1.22)  -0.53
N (1.54, -0.47, 1.01)  -0.91
N (0.28, 2.30, 0.26)  -0.41
O (-1.34, 0.19, 1.75)  -0.54
H (-1.40, -0.89, -1.20)  0.29
H (-2.77, -0.98, -0.10)  0.25
H (1.28, -0.46, -1.91)  0.25
H (1.13, -1.87, -1.03)  0.25
H (1.23, -0.20, 1.95)  0.25
H (0.87, 3.12, 0.15)  0.29

***

What should be chosen as the most stable of them? Choose w.

***

## w
Below is an isolated molecule of C3H6N4O, with properties calculated with ωB97M-V/def2-TZVPD.

Lowest unoccupied orbital energy: 0.9699 eV
Multiplicity: 1
SMILES: Cn1ncc(NO)n1

Each line ends with the Mulliken charge.
Geometry (Å):
C (0.66, -1.34, 2.10)  -0.76
N (0.56, -0.72, 0.86)  1.04
N (0.65, -1.41, -0.27)  -0.78
C (0.13, -0.57, -1.19)  -0.24
C (-0.23, 0.61, -0.50)  0.23
N (-0.89, 1.79, -1.02)  -0.20
O (-0.81, 2.04, -2.42)  -0.41
N (0.17, 0.52, 0.72)  -0.83
H (0.42, -2.41, 1.89)  0.31
H (1.67, -1.27, 2.54)  0.26
H (-0.14, -0.94, 2.76)  0.31
H (0.08, -0.87, -2.23)  0.44
H (-0.56, 2.60, -0.53)  0.30
H (-1.72, 1.98, -2.70)  0.35

***

## x
Below is a structure of composition C3H6N4O, with properties calculated with ωB97M-V/def2-TZVPD.

Lowest unoccupied orbital energy (spin up / spin down): 0.6446 / 0.6446 eV
Multiplicity: 1

Each line ends with the Mulliken charge.
Geometry (Å):
N (0.32, -1.31, -0.17)  -0.19
C (1.01, -0.15, 0.29)  0.02
C (-0.86, -0.64, -0.35)  0.34
C (0.44, 0.92, -0.42)  0.49
N (-2.03, -1.23, 0.01)  -0.52
N (0.95, 2.15, -0.52)  -0.48
O (1.81, -0.19, 1.37)  -0.55
N (-0.73, 0.56, -0.97)  -0.67
H (1.48, -0.86, 1.99)  0.30
H (0.36, -2.18, 0.35)  0.28
H (-2.60, -0.70, 0.66)  0.26
H (-2.62, -1.47, -0.78)  0.27
H (0.54, 2.79, -1.18)  0.24
H (1.92, 2.30, -0.28)  0.21

***

## y
Below is an isolated molecule of C3H6N4O, with properties calculated with ωB97M-V/def2-TZVPD.

Lowest unoccupied orbital energy: 0.3633 eV
Multiplicity: 1
SMILES: CN/N=c1/cn[nH]o1

Each line ends with the Mulliken charge.
Geometry (Å):
C (-2.17, -0.79, 0.35)  -0.82
N (-1.75, 0.49, -0.41)  -0.18
N (-0.59, 1.06, -0.25)  -0.40
C (0.52, 0.35, 0.01)  0.48
C (1.74, 1.17, 0.28)  -0.12
N (2.86, 0.40, 0.12)  -0.38
N (2.50, -0.90, -0.08)  -0.10
O (1.01, -0.95, -0.35)  -0.34
H (-1.10, -1.43, 0.32)  0.22
H (-1.91, -0.65, 1.39)  0.35
H (-3.04, -1.13, 0.08)  0.41
H (-2.45, 1.20, -0.70)  0.25
H (1.57, 2.30, 0.20)  0.33
H (2.82, -1.12, -0.98)  0.29

***

## z
Below is a cluster of 2 separate species, C3H6N4O in total, with properties calculated with ωB97M-V/def2-TZVPD.

Lowest unoccupied orbital energy: -1.3212 eV
Multiplicity: 1
SMILES: [H]/N=C1/C=[N+]([O-])C=N1.N

Each line ends with the Mulliken charge.
Geometry (Å):
H (0.56, -1.02, 3.26)  0.29
N (-0.25, -0.98, 2.62)  -0.59
C (-0.09, -0.30, 1.54)  0.39
C (-1.20, 0.14, 0.82)  -0.16
N (-0.82, 0.83, -0.23)  0.47
O (-1.52, 1.06, -1.25)  -0.70
C (0.62, 0.99, -0.05)  -0.04
N (1.04, 0.38, 1.00)  -0.54
H (-2.21, -0.24, 0.93)  0.40
H (1.17, 1.37, -0.90)  0.45
N (0.70, -0.52, -1.85)  -0.68
H (1.43, -0.16, -2.33)  0.22
H (0.79, -1.33, -1.35)  0.20
H (-0.21, -0.24, -2.21)  0.29

***

What should be chosen as the most stable of them? Choose x.

***

## w
Below is a cluster of 2 separate species, C3H6N4O in total, with properties calculated with ωB97M-V/def2-TZVPD.

Lowest unoccupied orbital energy: -0.1724 eV
Multiplicity: 1

Each line ends with the Mulliken charge.
Geometry (Å):
C (0.56, 0.65, -0.41)  0.41
C (-0.26, -0.44, 0.17)  -0.27
C (-1.53, 1.51, 0.02)  -0.06
H (2.64, -1.70, 0.11)  0.24
H (3.73, -0.07, -0.56)  0.29
H (-0.47, -1.36, -0.52)  0.27
H (0.32, -1.06, 1.06)  0.23
H (-2.90, -1.43, 0.15)  0.37
H (-2.30, 2.34, 0.65)  0.28
N (2.80, -0.30, 0.10)  -0.51
N (1.85, 0.71, -0.33)  -0.29
N (-1.64, 0.08, 0.37)  -0.05
N (-0.28, 1.85, -0.20)  -0.43
O (-2.51, -0.78, -0.60)  -0.47

***

## x
Below is an isolated molecule of C3H6N4O, with properties calculated with ωB97M-V/def2-TZVPD.

Lowest unoccupied orbital energy: 0.5749 eV
Multiplicity: 1
SMILES: [H]/N=c1/ncn(NC)o1

Each line ends with the Mulliken charge.
Geometry (Å):
H (2.29, -1.86, -0.40)  0.27
N (2.26, -1.05, 0.22)  -0.61
C (1.40, -0.18, -0.09)  0.58
N (1.26, 1.06, 0.57)  -0.50
C (0.10, 1.46, 0.22)  0.02
N (-0.63, 0.62, -0.57)  0.12
N (-1.91, 0.17, -0.19)  -0.36
C (-1.92, -1.02, 0.67)  -0.75
O (0.26, -0.47, -0.84)  -0.32
H (-0.43, 2.39, 0.45)  0.37
H (-2.53, 0.07, -1.02)  0.28
H (-1.53, -0.78, 1.65)  0.27
H (-2.96, -1.39, 0.76)  0.34
H (-1.22, -1.77, 0.29)  0.29

***

What should be chosen as the most stable of them? Choose x.

***

## w
Below is a cluster of 2 separate species, C3H6N4O in total, with properties calculated with ωB97M-V/def2-TZVPD.

Lowest unoccupied orbital energy: -1.4649 eV
Multiplicity: 1

Each line ends with the Mulliken charge.
Geometry (Å):
C (-0.97, 0.22, -0.44)  0.16
C (0.54, -0.33, 1.33)  0.40
C (0.32, 0.00, -0.94)  0.18
H (-2.42, 1.70, -0.68)  0.30
H (-1.56, 0.97, -2.21)  0.32
H (-1.55, -1.60, 1.06)  0.17
H (0.31, -0.31, 3.07)  0.28
H (2.23, -0.32, -0.08)  0.29
H (0.99, -0.82, -2.51)  0.38
N (-2.09, 0.78, -1.22)  -0.58
N (-0.86, 0.15, 1.10)  -0.57
N (1.06, -0.62, 2.51)  -0.73
N (1.19, -0.28, 0.25)  -0.05
O (0.95, 0.11, -2.11)  -0.56

***

## x
Below is an isolated molecule of C3H6N4O, with properties calculated with ωB97M-V/def2-TZVPD.

Lowest unoccupied orbital energy: 0.6492 eV
Multiplicity: 1
SMILES: Nc1nn(N)cc1O

Each line ends with the Mulliken charge.
Geometry (Å):
N (0.46, 1.47, -1.85)  -0.48
C (0.09, 0.74, -0.67)  0.31
N (-1.16, 0.52, -0.29)  -0.79
N (-1.02, -0.47, 0.57)  0.46
N (-1.79, -0.62, 1.85)  -0.62
C (0.42, -0.89, 0.81)  -0.41
C (1.09, -0.08, -0.10)  0.49
O (2.41, -0.28, -0.79)  -0.56
H (-0.44, 2.19, -2.11)  0.26
H (1.26, 1.49, -2.60)  0.24
H (-1.76, 0.35, 2.45)  0.26
H (-2.86, -1.13, 1.82)  0.26
H (0.42, -2.11, 1.30)  0.24
H (2.89, -1.17, -0.41)  0.34

***

## y
Below is a cluster of 2 separate species, C3H6N4O in total, with properties calculated with ωB97M-V/def2-TZVPD.

Lowest unoccupied orbital energy: 0.4812 eV
Multiplicity: 1
SMILES: [H]/N=N/C(N)=O.CC#N

Each line ends with the Mulliken charge.
Geometry (Å):
H (0.74, 1.34, 2.42)  0.25
N (0.76, 1.37, 1.39)  -0.41
N (1.44, 0.49, 0.91)  0.05
C (1.48, 0.20, -0.63)  0.39
N (1.75, -1.11, -0.87)  -0.28
O (1.88, 1.09, -1.35)  -0.53
H (1.24, -1.80, -0.33)  0.28
H (2.23, -1.35, -1.72)  0.22
C (-2.23, 0.27, -0.16)  -1.05
C (-1.09, -0.55, 0.22)  0.72
N (-0.61, -1.42, 0.83)  -0.54
H (-2.29, 0.50, -1.22)  0.30
H (-2.19, 1.22, 0.37)  0.29
H (-3.14, -0.26, 0.13)  0.32

***

## z
Below is an isolated molecule of C3H6N4O, with properties calculated with ωB97M-V/def2-TZVPD.

Lowest unoccupied orbital energy (spin up / spin down): -0.2070 / -0.2064 eV
Multiplicity: 1

Each line ends with the Mulliken charge.
Geometry (Å):
C (-2.76, -0.22, -0.06)  0.31
C (-1.64, 0.71, -0.39)  0.20
C (1.22, -1.57, 0.05)  -0.84
N (-2.34, -1.47, 0.04)  -0.51
N (-1.16, -1.85, 0.02)  -0.19
N (-0.24, -1.05, 0.15)  0.05
N (-1.41, 1.84, 0.20)  -0.29
O (-3.88, 0.12, 0.10)  -0.57
H (-0.99, 0.39, -1.15)  0.44
H (1.73, -0.77, -0.44)  0.28
H (1.64, -1.60, 1.00)  0.29
H (1.23, -2.64, -0.25)  0.35
H (-0.67, 2.41, -0.03)  0.23
H (-2.14, 2.28, 0.73)  0.25

***

What should be chosen as the most stable of them? Choose y.

***

## w
Below is a structure of composition C3H6N4O, with properties calculated with ωB97M-V/def2-TZVPD.

Lowest unoccupied orbital energy: 0.4265 eV
Multiplicity: 1

Each line ends with the Mulliken charge.
Geometry (Å):
C (0.57, -0.19, -1.18)  0.55
C (-0.50, 0.62, -0.75)  -0.66
C (-0.71, 0.33, 0.65)  0.43
H (1.00, 0.38, -3.29)  0.31
H (1.44, -1.53, -2.43)  0.32
H (-1.29, 1.22, -1.37)  0.22
H (-1.44, 0.62, 2.63)  0.24
H (-1.79, 1.93, 1.49)  0.22
H (1.59, -0.66, 1.96)  0.41
N (1.29, -0.41, -2.32)  -0.56
N (-1.48, 0.99, 1.71)  -0.41
N (-0.15, -0.92, 0.87)  0.16
N (0.92, -1.07, -0.16)  -0.75
O (0.54, -1.31, 2.19)  -0.48

***

## x
Below is a structure of composition C3H6N4O, with properties calculated with ωB97M-V/def2-TZVPD.

Lowest unoccupied orbital energy: 0.1534 eV
Multiplicity: 1

Each line ends with the Mulliken charge.
Geometry (Å):
C (0.15, 0.80, -0.19)  0.03
C (-2.01, 0.12, 0.02)  0.21
C (0.17, -0.61, 0.02)  0.05
H (1.28, 1.77, 1.17)  0.31
H (2.29, 0.66, -0.17)  0.34
H (-1.24, 2.21, -0.59)  0.30
H (-1.44, -1.98, -0.07)  0.32
H (1.66, -1.83, 0.87)  0.27
H (2.09, -1.51, -0.82)  0.30
N (1.34, 1.58, 0.00)  -0.70
N (-1.07, 1.32, -0.11)  -0.16
N (-1.16, -0.91, 0.02)  -0.03
N (1.23, -1.53, -0.14)  -0.57
O (-3.29, -0.10, -0.01)  -0.67

***

## y
Below is a structure of composition C3H6N4O, with properties calculated with ωB97M-V/def2-TZVPD.

Lowest unoccupied orbital energy: -0.3186 eV
Multiplicity: 1

Each line ends with the Mulliken charge.
Geometry (Å):
C (1.00, -0.16, -0.08)  0.19
C (0.44, -1.33, -0.09)  -0.49
C (-1.21, -0.14, -0.08)  0.18
H (2.70, -0.13, 1.24)  0.34
H (2.74, -0.58, -0.47)  0.39
H (0.77, -2.25, -0.03)  0.61
H (-2.90, 0.97, 0.83)  0.25
H (-3.12, -0.52, -0.07)  0.30
H (1.05, 2.13, -0.68)  0.42
N (2.39, 0.33, -0.02)  -0.75
N (-0.99, -1.46, -0.19)  -0.61
N (-2.61, 0.37, -0.02)  -0.54
N (-0.09, 0.68, -0.24)  0.22
O (-0.19, 2.09, -0.10)  -0.51

***

What should be chosen as the most stable of them? Choose x.

***

## w
Below is a structure of composition C8H16, with properties calculated with ωB97M-V/def2-TZVPD.

Lowest unoccupied orbital energy: 0.5580 eV
Multiplicity: 1

Each line ends with the Mulliken charge.
Geometry (Å):
C (-1.81, -0.66, 1.25)  -0.65
C (-1.44, -0.46, -0.25)  0.04
C (-1.83, 1.10, -0.67)  -1.19
C (0.00, -0.56, -0.79)  0.42
C (0.59, -1.54, -1.44)  -1.27
C (0.82, 0.15, 0.26)  0.27
C (1.87, -0.71, 0.90)  -1.58
C (1.76, 1.43, -0.27)  -1.25
H (-2.22, -1.88, 1.41)  0.26
H (-0.51, -0.59, 1.79)  0.20
H (-2.73, 0.68, 1.56)  0.24
H (-2.36, -1.16, -0.82)  0.32
H (-2.90, 1.36, -0.59)  0.45
H (-1.21, 1.95, -0.13)  0.26
H (-1.48, 1.41, -1.79)  0.29
H (-0.07, -1.98, -2.00)  0.47
H (1.61, -2.03, -1.61)  0.22
H (-0.10, 0.53, 0.73)  0.53
H (2.81, -1.05, 0.30)  0.35
H (1.45, -1.66, 1.21)  0.43
H (2.04, 0.06, 1.87)  0.30
H (2.81, 1.24, -0.58)  0.34
H (1.11, 1.90, -1.02)  0.35
H (1.77, 2.49, 0.69)  0.21

***

## x
Below is an isolated molecule of C8H16, with properties calculated with ωB97M-V/def2-TZVPD.

Lowest unoccupied orbital energy: 1.0732 eV
Multiplicity: 1
SMILES: C/C=C/CCCCC

Each line ends with the Mulliken charge.
Geometry (Å):
C (-1.25, -3.78, -0.13)  -1.12
C (-0.83, -2.35, 0.12)  0.03
C (-1.04, -1.27, -0.75)  -0.24
C (-1.09, 0.14, -0.30)  -0.42
C (-0.28, 0.50, 0.91)  -0.75
C (1.24, 0.70, 0.58)  -0.64
C (1.54, 1.83, -0.33)  -0.40
C (1.16, 3.26, 0.01)  -1.04
H (-1.96, -4.19, 0.53)  0.30
H (-1.64, -3.90, -1.23)  0.27
H (-0.30, -4.40, -0.16)  0.26
H (-0.28, -2.15, 1.06)  0.26
H (-1.40, -1.75, -1.73)  0.14
H (-0.98, 0.75, -1.20)  0.37
H (-2.28, 0.38, -0.08)  0.23
H (-0.54, 1.55, 1.29)  0.32
H (-0.41, -0.38, 1.52)  0.33
H (1.93, 0.91, 1.48)  0.29
H (1.53, -0.23, 0.23)  0.37
H (2.56, 1.96, -0.79)  0.36
H (1.02, 1.52, -1.26)  0.23
H (1.71, 3.92, -0.73)  0.35
H (0.06, 3.50, -0.06)  0.26
H (1.55, 3.50, 1.03)  0.25

***

What should be chosen as the most stable of them? Choose x.